No. 1
146
Properties=species:S:1:pos:R:3:forces:R:3 method="wB97M-V/def2-TZVPD" max_force_ha_per_bohr=0.0223 e_lumo_ev=-0.31 homo_lumo_gap_ha=0.3061 homo_ha=-0.3176
C 2.8891 -4.1202 0.9112 0.05 0.36 0.07
Si 3.0397 -3.2680 -0.7695 0.35 -0.08 -0.37
C 4.5202 -4.0023 -1.6949 0.05 -0.11 0.34
C 1.5340 -3.5139 -1.8884 -0.01 -0.05 0.16
C 0.6936 -4.7758 -1.5835 0.41 0.47 0.17
C -0.4576 -4.5830 -0.5917 -0.57 -0.33 -0.67
C -1.3214 -3.3374 -0.8087 0.49 0.24 1.00
C -2.4560 -3.2723 0.2309 -0.41 0.02 -0.53
C -3.7232 -4.0119 -0.2340 0.61 0.22 -0.37
C -4.3675 -3.2920 -1.4599 0.11 -0.53 1.01
C -5.8448 -2.9540 -1.2279 0.33 -0.54 -0.65
N -6.0806 -1.5747 -0.7388 -0.29 0.20 -0.58
C -7.5170 -1.3303 -0.4511 -0.23 0.23 0.55
C -8.0820 -2.3993 0.4753 0.14 -0.43 0.02
O -8.0168 -2.3299 1.6716 0.06 0.25 0.11
S -5.6075 -0.4539 -1.8742 -0.41 0.26 -0.93
O -5.4244 -1.0271 -3.1652 0.31 -0.35 0.26
O -6.4063 0.7201 -1.8097 0.13 0.01 0.75
F -4.1933 -0.0758 -1.3568 0.01 -0.09 0.20
C 3.3556 -1.4155 -0.5203 -0.23 -0.77 0.11
C 2.8283 -0.7759 0.6013 0.05 0.41 0.14
C 3.0322 0.5829 0.8195 -0.11 -0.51 -0.26
C 3.7511 1.2991 -0.1228 0.14 0.62 0.25
C 4.2856 0.6834 -1.2401 -0.04 -0.09 -0.27
C 4.0866 -0.6758 -1.4457 -0.13 0.26 0.16
H 2.7853 -3.3967 1.7231 -0.09 0.02 -0.04
H 3.8268 -4.6424 1.1096 -0.09 -0.16 -0.03
H 2.0500 -4.8105 0.9860 0.10 -0.13 -0.05
H 5.2462 -3.2330 -1.9621 -0.04 -0.01 -0.10
H 4.2200 -4.5374 -2.5961 -0.01 0.07 0.07
H 5.0506 -4.7046 -1.0451 -0.03 0.00 0.00
H 1.9356 -3.6270 -2.9002 0.11 0.12 0.04
H 0.9425 -2.5967 -1.9091 -0.13 -0.09 -0.02
H 0.3406 -5.1766 -2.5351 -0.28 -0.01 0.09
H 1.3640 -5.5346 -1.1724 -0.11 -0.17 -0.15
H -0.1106 -4.6083 0.4435 0.12 0.20 -0.02
H -1.1183 -5.4539 -0.6968 0.12 -0.08 0.13
H -1.6846 -3.2541 -1.8348 -0.02 -0.10 -0.03
H -0.6861 -2.4667 -0.6227 -0.04 0.06 -0.21
H -2.0796 -3.6840 1.1694 -0.10 0.05 0.07
H -2.7407 -2.2293 0.4013 0.10 -0.01 0.15
H -3.4090 -5.0113 -0.5474 -0.24 -0.12 0.17
H -4.4349 -4.1127 0.5861 -0.01 -0.01 0.01
H -3.7621 -2.4093 -1.6469 -0.17 0.06 -0.32
H -4.2816 -3.9570 -2.3168 -0.11 0.23 -0.20
H -6.2236 -3.6728 -0.5014 -0.12 0.35 0.27
H -6.4284 -3.1308 -2.1378 0.03 0.18 -0.03
H -8.1309 -1.2899 -1.3573 0.09 -0.11 -0.07
H -7.6005 -0.3817 0.0745 -0.01 0.01 -0.05
H -8.5699 -3.2696 0.0085 -0.01 0.12 -0.13
H 2.2394 -1.3206 1.3315 0.05 -0.11 -0.06
H 2.6152 1.0634 1.6905 0.02 0.06 -0.02
H 3.8918 2.3653 0.0249 0.01 -0.04 -0.01
H 4.8449 1.2681 -1.9610 0.01 -0.02 0.01
H 4.5069 -1.1578 -2.3195 0.01 0.02 0.00
C 7.1049 -0.4388 1.4488 0.01 0.17 -0.01
N 6.7305 -1.5420 0.5253 -0.12 0.00 -0.02
O 6.7637 -1.3187 -0.6637 0.25 -0.09 -0.02
O 6.4012 -2.5946 1.0347 0.02 -0.02 0.00
H 7.3643 0.4295 0.8545 -0.03 -0.03 -0.05
H 6.2422 -0.2418 2.0789 0.00 -0.06 0.03
H 7.9489 -0.7823 2.0397 -0.06 -0.05 0.05
C 1.9181 3.9482 4.5824 -0.20 -0.11 0.10
N 2.1298 3.9616 3.1098 -0.01 -0.01 0.07
O 2.8328 3.0872 2.6312 0.07 0.21 0.06
O 1.5964 4.8429 2.4751 0.01 0.00 -0.04
H 2.4543 3.1114 5.0011 0.03 -0.06 -0.07
H 2.2986 4.8891 4.9714 -0.08 0.05 -0.03
H 0.8502 3.8580 4.7627 -0.02 0.13 -0.09
C -0.1187 6.8034 6.9576 -0.06 0.10 -0.14
N -0.5963 5.6760 6.1098 -0.02 0.22 0.19
O -0.6545 5.8604 4.9132 0.01 -0.19 -0.09
O -0.8907 4.6399 6.6743 0.05 -0.07 -0.09
H 0.1031 7.6453 6.3174 -0.04 -0.03 -0.07
H -0.9161 7.0403 7.6558 0.03 -0.08 0.07
H 0.7694 6.4648 7.4825 -0.05 -0.04 0.06
C -1.3255 7.0149 1.6871 -0.01 -0.16 0.09
N -1.5971 8.3417 2.3080 0.08 -0.15 -0.01
O -1.8229 8.3633 3.4968 -0.11 0.18 0.05
O -1.5660 9.3107 1.5761 -0.01 0.01 0.01
H -1.3825 6.2585 2.4610 0.02 0.05 0.04
H -2.0770 6.8570 0.9192 0.05 0.07 -0.06
H -0.3313 7.0561 1.2530 -0.03 0.03 -0.06
C -7.9227 0.6942 -4.7111 0.04 -0.11 0.06
N -9.3376 0.3337 -4.9938 0.06 -0.02 0.05
O -9.6609 -0.8326 -4.8945 -0.04 0.01 0.01
O -10.0854 1.2372 -5.3133 0.00 -0.01 -0.07
H -7.3815 -0.2057 -4.4477 -0.03 -0.03 -0.02
H -7.5164 1.1405 -5.6131 -0.01 0.06 0.08
H -7.9229 1.4021 -3.8882 -0.02 0.06 -0.05
C -7.7240 1.1612 -8.9098 -0.08 0.04 -0.12
N -6.5923 1.9342 -8.3266 -0.03 0.02 -0.05
O -6.2085 2.9148 -8.9221 0.03 -0.01 0.02
O -6.1306 1.5202 -7.2804 0.03 0.03 -0.08
H -8.0286 1.6435 -9.8306 0.03 0.04 0.01
H -7.3678 0.1517 -9.0910 -0.01 -0.02 0.09
H -8.5295 1.1624 -8.1800 0.03 -0.05 0.04
C 2.6729 11.0874 6.1905 -0.35 0.01 -0.31
N 1.7189 9.9449 6.2306 -0.03 0.08 -0.05
O 0.9007 9.8454 5.3418 0.00 -0.04 0.01
O 1.8228 9.1711 7.1643 0.09 0.08 0.06
H 2.4514 11.6783 5.3090 -0.05 -0.02 0.01
H 2.5314 11.6639 7.0967 0.10 -0.07 0.08
H 3.6685 10.6732 6.1477 0.05 -0.07 0.13
C 0.1574 -8.7059 -4.2810 -0.12 -0.06 0.04
N 0.8624 -7.8198 -3.3145 0.14 0.09 0.13
O 0.5189 -7.8514 -2.1548 -0.13 -0.19 0.03
O 1.7491 -7.1154 -3.7539 0.03 -0.05 -0.21
H -0.5973 -9.2670 -3.7430 0.02 0.03 0.05
H -0.2896 -8.0695 -5.0389 0.08 0.01 -0.04
H 0.9012 -9.3649 -4.7185 0.03 0.06 -0.05
C 6.1529 3.7789 4.1130 0.09 0.11 -0.11
N 5.1864 4.0488 5.2113 0.06 0.00 -0.08
O 5.0725 5.1909 5.6057 -0.05 -0.01 -0.01
O 4.5609 3.0984 5.6309 0.20 -0.05 0.15
H 6.6280 4.7129 3.8379 -0.03 0.02 0.04
H 6.8767 3.0620 4.4886 -0.06 -0.06 -0.01
H 5.5859 3.3621 3.2840 -0.02 -0.07 0.05
C 4.1501 -6.1699 -6.0440 -0.17 -0.03 -0.01
N 4.7862 -5.0243 -5.3371 -0.05 -0.05 -0.03
O 4.0650 -4.1349 -4.9376 0.03 0.03 -0.09
O 5.9923 -5.0615 -5.2115 0.03 0.05 0.02
H 3.0808 -6.0006 -6.0788 0.01 0.05 0.07
H 4.5766 -6.2102 -7.0420 0.10 -0.04 0.04
H 4.3853 -7.0685 -5.4815 0.09 0.01 0.00
C 7.8884 -6.3469 -1.9723 -0.04 0.18 -0.16
N 6.9458 -7.5005 -1.9643 0.01 0.08 -0.02
O 6.1108 -7.5549 -2.8426 -0.03 -0.07 0.01
O 7.0814 -8.3127 -1.0734 -0.01 -0.01 -0.01
H 7.6475 -5.7119 -2.8174 -0.08 -0.03 -0.02
H 7.7597 -5.8139 -1.0348 0.03 -0.07 0.04
H 8.8928 -6.7513 -2.0550 -0.01 -0.03 0.10
C 6.9842 13.2521 7.4559 0.12 -0.12 0.05
N 5.5587 12.8900 7.2282 0.02 -0.02 0.02
O 5.2280 11.7342 7.4047 0.28 0.13 0.11
O 4.8138 13.7796 6.8782 -0.02 0.01 -0.01
H 7.5186 12.3607 7.7613 -0.05 -0.03 0.00
H 7.3719 13.6451 6.5210 -0.04 0.08 0.02
H 7.0051 14.0110 8.2320 -0.02 0.06 -0.06
C -11.2138 -6.1163 -0.6212 -0.12 -0.10 -0.02
N -10.3819 -5.5541 -1.7205 -0.05 -0.03 -0.01
O -10.5822 -5.9513 -2.8442 0.03 0.01 -0.01
O -9.5494 -4.7248 -1.4056 0.01 -0.03 -0.04
H -11.9034 -6.8344 -1.0482 0.02 0.01 -0.05
H -10.5397 -6.5883 0.0870 0.02 0.09 0.04
H -11.7422 -5.2885 -0.1583 0.08 0.02 0.05

No. 2
112
Properties=species:S:1:pos:R:3:forces:R:3 method="wB97M-V/def2-TZVPD" max_force_ha_per_bohr=0.0154 e_lumo_ev=-1.21 homo_lumo_gap_ha=0.2079 homo_ha=-0.2524
Tl -0.9469 -0.2870 -0.1861 0.46 -0.46 0.26
C -4.5974 0.3947 6.6749 0.00 0.00 -0.02
C -4.7578 1.4791 5.8222 0.02 -0.01 -0.01
C -4.2195 1.4459 4.5419 -0.07 0.00 0.00
C -3.5174 0.3286 4.0953 0.08 0.03 0.01
C -3.3681 -0.7570 4.9564 0.02 0.03 0.03
C -3.9041 -0.7260 6.2372 0.00 -0.03 -0.03
C -2.8991 0.3087 2.7325 0.04 -0.01 -0.07
C -3.4484 -0.5794 1.7901 0.09 0.06 0.11
C -4.5499 -1.4825 2.0447 -0.02 0.02 0.02
C -4.6920 -2.2574 0.9416 0.01 -0.08 0.02
C -3.7017 -1.8242 -0.0175 0.06 -0.14 -0.08
C -3.4532 -2.4330 -1.2604 0.16 0.09 0.00
C -4.1010 -3.7531 -1.5293 0.09 0.01 -0.09
C -3.2749 -4.8781 -1.6083 -0.07 0.03 0.06
C -3.8157 -6.1322 -1.8562 -0.03 0.02 -0.02
C -5.1864 -6.2768 -2.0386 0.06 0.04 -0.01
C -6.0118 -5.1631 -1.9616 -0.03 -0.01 0.02
C -5.4731 -3.9089 -1.7030 -0.04 0.05 -0.07
C -2.5593 -1.9660 -2.2472 -0.19 0.05 0.12
N -1.7078 -0.9083 -2.1246 -0.26 -0.12 -0.28
C -1.1382 -0.6622 -3.3412 0.08 0.09 0.02
C -0.2349 0.3733 -3.6330 0.06 -0.05 0.15
C 0.1616 0.5364 -5.0674 0.00 0.04 0.04
C 1.4718 0.3138 -5.4887 -0.02 -0.11 0.04
C 1.8202 0.4888 -6.8227 0.02 0.01 0.04
C 0.8665 0.8878 -7.7500 0.00 0.02 0.03
C -0.4413 1.1081 -7.3388 -0.02 -0.01 0.05
C -0.7915 0.9313 -6.0062 0.03 0.03 -0.03
C 0.3095 1.2789 -2.6994 -0.11 -0.07 -0.12
C 1.2298 2.3454 -3.0146 0.02 0.01 -0.03
C 1.5331 2.9696 -1.8489 0.03 -0.01 0.01
C 0.7847 2.3101 -0.8026 -0.05 0.10 0.13
N 0.0490 1.3151 -1.3632 0.13 0.10 -0.21
C 0.7588 2.7071 0.5511 -0.10 -0.17 -0.03
C -0.1142 2.2246 1.5443 0.11 0.03 -0.08
C -0.1854 2.6949 2.9071 0.00 0.02 0.04
C -1.2196 2.0497 3.5069 0.03 0.01 0.03
C -1.7950 1.1592 2.5287 -0.06 -0.11 -0.04
N -1.0802 1.2729 1.3716 -0.15 0.33 0.04
C 1.7417 3.7602 0.9434 0.03 -0.05 0.01
C 3.1079 3.4931 0.8441 -0.02 -0.10 0.03
C 4.0487 4.4569 1.1796 -0.09 0.30 0.15
C 3.6340 5.7070 1.6241 -0.10 -0.04 -0.01
C 2.2762 5.9818 1.7282 0.06 0.02 -0.01
C 1.3369 5.0160 1.3890 -0.01 0.06 -0.02
C -1.6409 -1.6344 -4.2809 -0.05 -0.01 -0.02
C -2.5015 -2.4408 -3.6077 0.02 -0.03 0.00
N -3.0001 -0.7890 0.5205 -0.21 0.14 0.06
H -5.0064 0.4242 7.6781 0.00 -0.01 -0.06
H -5.3030 2.3549 6.1549 0.03 -0.04 -0.02
H -4.3475 2.2923 3.8757 0.02 -0.03 0.03
H -2.8043 -1.6215 4.6242 0.00 0.04 0.01
H -3.7742 -1.5782 6.8950 0.00 0.06 -0.04
H -5.1344 -1.5092 2.9530 0.05 -0.02 -0.09
H -5.4019 -3.0550 0.7827 0.06 0.07 0.05
H -2.2075 -4.7581 -1.4511 -0.07 -0.01 -0.02
H -3.1644 -6.9979 -1.9056 -0.04 0.06 0.00
H -5.6093 -7.2522 -2.2469 0.02 0.03 0.03
H -7.0814 -5.2695 -2.1073 0.07 0.01 0.01
H -6.1221 -3.0404 -1.6543 0.05 -0.04 -0.01
H 2.2052 -0.0267 -4.7640 0.00 0.08 -0.03
H 2.8414 0.3091 -7.1395 -0.05 -0.01 0.03
H 1.1405 1.0260 -8.7892 -0.01 -0.01 0.04
H -1.1915 1.4214 -8.0555 0.03 -0.02 0.03
H -1.8114 1.1074 -5.6812 0.05 0.00 -0.02
H 1.5740 2.5893 -4.0087 -0.01 0.00 0.07
H 2.1824 3.8199 -1.7034 -0.08 0.00 -0.03
H 0.4753 3.4254 3.3504 -0.08 -0.06 -0.03
H -1.5619 2.1604 4.5249 0.04 0.00 -0.08
H 3.4251 2.5071 0.5143 -0.25 0.24 0.10
H 5.1067 4.2318 1.0937 -0.45 0.28 0.18
H 4.3649 6.4618 1.8879 -0.03 -0.02 0.00
H 1.9487 6.9570 2.0681 -0.02 -0.03 -0.01
H 0.2788 5.2434 1.4571 0.04 -0.03 -0.01
H -1.3673 -1.6854 -5.3244 -0.04 -0.01 0.09
H -3.0760 -3.2685 -3.9969 0.06 0.07 0.01
C 1.6464 -3.4770 3.3726 -0.05 0.08 0.06
C 0.8449 -2.6280 2.4039 0.02 -0.09 -0.52
O 0.0592 -1.6314 3.0766 0.14 -0.10 0.09
P -0.3762 -3.5645 1.4146 -0.36 0.21 0.02
O 0.2185 -4.9212 0.8837 0.31 0.21 -0.16
O -1.4939 -4.1070 2.4143 0.07 0.15 0.21
O -0.9316 -2.6653 0.3667 -0.04 -0.23 0.01
P 1.8819 -1.9499 1.0212 -0.16 0.02 0.27
O 3.2115 -1.5046 1.7789 0.37 0.31 -0.63
O 2.0836 -3.0824 0.0733 -0.15 0.01 0.10
O 1.1421 -0.6807 0.5929 0.10 -0.01 0.03
H 0.9952 -4.0625 4.0244 0.01 0.03 0.00
H 2.2716 -2.8204 3.9788 -0.02 -0.04 -0.01
H 2.2950 -4.1541 2.8156 -0.03 -0.02 0.05
H 0.2185 -0.7850 2.6299 0.01 -0.05 -0.01
H 0.9845 -4.6443 0.3139 -0.13 -0.05 0.20
H -1.9050 -3.3664 2.8933 0.08 -0.20 -0.22
H 3.8138 -1.0090 1.1511 -0.31 -0.10 0.45
C 5.7936 3.8843 -1.9554 -0.09 -0.03 -0.02
C 5.4835 2.6678 -1.1450 0.22 0.06 -0.12
C 5.9374 2.4521 0.1189 0.44 -0.46 -0.12
C 5.4685 1.2999 0.7960 0.05 -0.24 -0.18
N 4.7129 0.3963 0.2099 0.05 -0.12 0.07
C 4.3236 0.5395 -1.0982 -0.07 0.15 0.01
S 3.4605 -0.5820 -1.9422 0.15 0.11 0.08
N 4.6755 1.7437 -1.6997 -0.03 -0.11 0.14
C 5.7883 1.0966 2.2460 -0.04 -0.03 -0.09
H 6.6675 4.3948 -1.5589 0.00 0.01 0.01
H 4.9470 4.5751 -1.9219 0.00 -0.01 0.02
H 5.9772 3.6226 -2.9987 0.01 0.01 0.04
H 6.6044 3.1519 0.6029 0.04 -0.16 -0.12
H 4.2697 1.8948 -2.6108 0.01 -0.02 -0.12
H 6.7890 1.4584 2.4838 -0.03 -0.01 0.00
H 5.6918 0.0462 2.5126 0.01 0.03 -0.01
H 5.0695 1.6630 2.8457 0.02 0.02 -0.02

No. 3
17
Properties=species:S:1:pos:R:3:forces:R:3 method="wB97M-V/def2-TZVPD" smiles="CCCNC=[NH2+]" max_force_ha_per_bohr=0.0196 e_lumo_ev=-3.91 relative_energy_kj_mol=67.9 homo_lumo_gap_ha=0.4168 homo_ha=-0.5605 total_charge=+1
C -1.3728 1.8916 0.0496 0.14 0.79 -0.60
C -1.7086 0.4289 -0.1944 -0.21 -0.61 -0.06
C -0.6776 -0.5166 0.4174 -0.78 -0.02 0.43
N 0.6539 -0.3825 -0.2045 -0.01 0.01 0.59
C 1.5267 -1.3191 -0.0092 0.52 0.22 0.10
N 2.8196 -1.2499 -0.3018 -0.44 0.09 0.11
H -0.2903 2.0611 0.0432 -0.10 0.15 0.15
H -1.7916 2.3267 0.9565 0.22 -0.52 0.35
H -1.7751 2.5700 -0.7077 0.04 -0.37 -0.26
H -1.8346 0.1262 -1.2373 0.15 0.52 -0.17
H -2.6830 0.2175 0.2468 0.09 -0.20 0.15
H -0.9206 -1.5756 0.3098 -0.37 0.13 -0.18
H -0.6548 -0.3384 1.4972 0.52 0.17 -0.11
H 0.8932 0.4625 -0.7106 0.04 0.02 0.11
H 1.1733 -2.2056 0.5063 -0.11 -0.27 -0.40
H 3.3312 -0.3771 -0.2404 -0.06 -0.22 -0.54
H 3.3113 -2.1198 -0.4210 0.36 0.11 0.32